(1)
DFT (ωB97M-V/def2-TZVPD) results for a structure of composition C43H43I2N7OSbTi.

For the HOMO energy, the calculation gives -3.906 eV. As for the largest force on an atom: 0.036 hartree/bohr. The calculation puts the energy above the lowest of the compared OMol25 structures with the same formula, charge and spin at 1.291 eV. The total charge is -1.

Each line ends with the Löwdin charge.
Cartesian coordinates (Å):
Ti1 0.218 -0.406 0.878  1.093
I1 -4.241 5.664 -0.686  0.816
C1 -3.164 3.881 -0.595  -0.755
C2 -3.828 2.672 -0.547  -0.246
C3 -3.098 1.491 -0.490  -0.647
I2 -4.138 -0.301 -0.370  0.983
C4 -1.694 1.483 -0.494  -0.470
O1 -0.991 0.382 -0.505  -0.264
C5 -1.041 2.741 -0.513  -0.162
C6 0.468 2.827 -0.534  -0.142
N1 1.198 1.956 0.390  -0.061
C7 1.405 2.568 1.693  -0.132
C8 0.191 2.439 2.582  -0.238
C9 0.081 3.198 3.742  -0.014
C10 -1.039 3.050 4.534  -0.058
C11 -2.041 2.177 4.130  -0.041
C12 -1.858 1.474 2.957  -0.104
N2 -0.753 1.577 2.210  0.095
C13 -1.774 3.910 -0.567  -0.121
H1 -4.909 2.636 -0.547  0.073
H2 0.813 2.573 -1.540  0.074
H3 0.742 3.877 -0.358  0.117
H4 2.088 1.680 -0.015  0.104
H5 1.657 3.636 1.606  0.126
H6 2.248 2.084 2.189  0.115
H7 0.874 3.888 4.002  0.117
H8 -1.141 3.616 5.452  0.105
H9 -2.945 2.037 4.705  0.106
H10 -2.625 0.808 2.585  0.097
H11 -1.251 4.860 -0.582  0.097
C14 -2.388 -3.180 5.087  -0.118
C15 -1.070 -3.067 5.507  -0.102
C16 -0.152 -2.299 4.810  -0.039
C17 -0.527 -1.596 3.652  -0.290
C18 -1.857 -1.749 3.224  -0.063
C19 -2.765 -2.523 3.923  -0.086
N3 0.341 -0.856 2.870  -0.056
C20 1.585 -0.423 3.349  -0.246
C21 1.879 -0.064 4.663  -0.054
C22 3.160 0.354 5.006  -0.116
C23 4.150 0.435 4.032  -0.119
C24 3.862 0.145 2.706  -0.048
C25 2.572 -0.258 2.356  -0.264
N4 2.117 -0.489 1.076  -0.170
N5 3.087 -0.361 0.101  0.038
C26 2.611 -0.895 -1.008  -0.398
C27 3.465 -1.102 -2.139  -0.043
C28 3.034 -1.885 -3.160  -0.123
C29 1.744 -2.461 -3.098  -0.135
C30 0.945 -2.122 -2.037  -0.191
N6 1.311 -1.301 -1.038  0.035
H12 -3.098 -3.781 5.639  0.089
H13 -0.738 -3.602 6.390  0.095
H14 0.877 -2.281 5.138  0.101
H15 -2.176 -1.292 2.293  0.068
H16 -3.774 -2.620 3.541  0.101
H17 1.099 -0.091 5.412  0.107
H18 3.379 0.613 6.034  0.088
H19 5.155 0.738 4.303  0.089
H20 4.599 0.243 1.923  0.093
H21 4.463 -0.685 -2.105  0.100
H22 3.687 -2.090 -4.002  0.098
H23 1.378 -3.125 -3.867  0.090
H24 -0.066 -2.499 -1.991  0.093
C31 2.693 2.667 -4.599  -0.222
C32 1.173 2.607 -4.708  -0.471
Sb1 0.385 0.820 -3.765  1.480
C33 -1.693 1.368 -4.019  -0.433
C34 -2.088 1.863 -5.403  -0.194
C35 0.499 -0.381 -5.561  -0.446
C36 -0.550 -1.487 -5.590  -0.203
H25 3.104 3.591 -5.014  0.057
H26 3.162 1.835 -5.129  0.059
H27 3.023 2.597 -3.559  0.051
H28 0.859 2.616 -5.754  0.036
H29 0.713 3.474 -4.225  0.043
H30 -1.897 2.133 -3.266  0.033
H31 -2.281 0.494 -3.728  0.045
H32 -1.594 2.807 -5.646  0.056
H33 -3.166 2.037 -5.476  0.064
H34 -1.822 1.151 -6.187  0.047
H35 1.503 -0.808 -5.577  0.032
H36 0.403 0.277 -6.428  0.039
H37 -0.520 -2.086 -4.678  0.042
H38 -0.402 -2.170 -6.431  0.065
H39 -1.559 -1.078 -5.676  0.051
N7 -2.024 -7.616 0.399  0.122
C37 -1.655 -6.526 0.443  -0.206
C38 -1.198 -5.170 0.498  -0.252
C39 -0.121 -4.827 1.319  -0.029
C40 0.286 -3.507 1.399  -0.091
C41 -0.340 -2.492 0.666  -0.203
C42 -1.385 -2.875 -0.179  -0.174
C43 -1.826 -4.188 -0.264  -0.039
H40 0.378 -5.595 1.895  0.112
H41 1.118 -3.256 2.047  0.105
H42 -1.867 -2.127 -0.797  0.023
H43 -2.654 -4.454 -0.909  0.113


(2)
DFT (ωB97M-V/def2-TZVPD) results for the ion C4H7N2 with charge +1.

For the HOMO energy (spin up / spin down), the calculation gives -14.502 / -14.502 eV. As for the largest force on an atom: 0.097 hartree/bohr. The SMILES is C=C/N=C\[NH+]=C. The calculation puts the energy above the lowest of the compared OMol25 structures with the same formula, charge and spin at 4.624 eV. The total charge is +1.

Each line ends with the natural charge from an NBO analysis.
Cartesian coordinates (Å):
C1 1.584 -0.355 -0.498  -0.380
C2 0.724 -1.268 0.120  0.105
N1 -0.613 -1.392 -0.035  -0.366
C3 -1.519 -0.489 0.112  0.298
N2 -1.150 0.771 0.404  -0.529
C4 -0.063 1.329 -0.112  0.022
H1 2.534 -0.273 0.069  0.262
H2 1.376 -0.139 -1.458  0.230
H3 1.115 -1.941 0.873  0.243
H4 -2.480 -0.733 0.083  0.211
H5 -1.801 1.292 0.967  0.448
H6 0.364 1.982 0.577  0.242
H7 -0.071 1.216 -1.102  0.214


(3)
DFT (ωB97M-V/def2-TZVPD) results for a structure of composition CH2Br2N2O.

For the HOMO energy (spin up / spin down), the calculation gives -8.249 / -8.245 eV. As for the largest force on an atom: 0.079 hartree/bohr. The calculation puts the energy above the lowest of the compared OMol25 structures with the same formula, charge and spin at 2.873 eV.

Each line ends with the natural charge from an NBO analysis.
Cartesian coordinates (Å):
C1 -0.835 -1.073 0.772  0.944
N1 -0.135 -0.212 0.121  -0.832
N2 -2.982 0.157 0.855  -0.853
O1 -0.929 -2.162 1.220  -0.413
Br1 -3.905 -1.034 -0.306  0.120
Br2 -2.352 1.767 0.238  0.200
H1 -0.638 0.704 -0.008  0.403
H2 0.112 -0.657 -0.751  0.430


(4)
DFT (ωB97M-V/def2-TZVPD) results for a structure of composition C3H5CeO3.

The expectation value of S² is 2.006. For the HOMO energy (spin up / spin down), the calculation gives -22.742 / -24.150 eV. As for the largest force on an atom: 0.081 hartree/bohr. The calculation puts the energy above the lowest of the compared OMol25 structures with the same formula, charge and spin at 5.448 eV. The total charge is +3. Its multiplicity is 3.

Each line ends with the Mulliken spin population.
Cartesian coordinates (Å):
H1 0.254 1.968 -0.696  0.001
C1 -0.224 1.330 -1.453  0.002
C2 -1.650 0.821 -1.015  0.884
O1 -1.562 0.633 0.394  0.007
C3 -0.737 -0.225 0.912  -0.002
O2 -0.903 -0.255 2.185  -0.002
H2 -0.363 1.945 -2.352  0.004
H3 -1.770 0.722 -2.281  0.009
H4 -0.180 -0.701 2.647  0.001
Ce1 1.314 -1.246 -0.229  1.029
O3 0.304 0.094 -1.783  0.050
H5 -2.432 0.064 -1.178  0.017


(5)
DFT (ωB97M-V/def2-TZVPD) results for a structure of composition C8H21F3OP2Re.

The expectation value of S² is 3.769. For the HOMO energy (spin up / spin down), the calculation gives -15.860 / -17.898 eV. As for the largest force on an atom: 0.158 hartree/bohr. The total charge is +2. Its multiplicity is 4.

Each line ends with the natural charge from an NBO analysis.
Cartesian coordinates (Å):
Re1 0.339 0.165 0.519  0.431
H1 -2.903 -0.345 0.734  0.051
H2 -2.779 0.253 0.331  -0.029
P1 0.148 -1.926 -0.253  0.942
P2 0.204 2.195 -0.413  1.036
C1 1.619 3.246 -0.055  -0.923
H3 1.301 4.222 -0.461  0.287
H4 1.774 3.281 1.043  0.292
H5 2.474 2.797 -0.598  0.269
C2 -0.372 2.417 -2.139  -0.926
H6 -1.392 2.013 -2.305  0.279
H7 -0.378 3.500 -2.332  0.279
H8 0.346 1.908 -2.802  0.261
C3 -1.227 3.074 0.388  -0.930
H9 -1.103 3.209 1.470  0.273
H10 -1.215 4.086 -0.034  0.276
H11 -2.236 2.687 0.197  0.273
C4 -0.145 -2.378 -2.074  -0.892
H12 -0.190 -3.478 -2.261  0.289
H13 -1.103 -1.926 -2.421  0.263
H14 0.701 -1.947 -2.650  0.252
C5 1.473 -3.116 0.315  -0.883
H15 1.537 -3.028 1.425  0.271
H16 1.216 -4.161 0.032  0.286
H17 2.422 -2.801 -0.171  0.255
C6 -1.354 -2.854 0.407  -0.909
H18 -2.316 -2.466 0.040  0.260
H19 -1.376 -3.919 0.102  0.288
H20 -1.385 -2.920 1.508  0.270
C7 2.281 0.088 0.293  0.571
O1 3.463 0.087 0.043  -0.319
H21 0.700 0.198 -0.979  0.049
F1 1.333 1.479 2.850  -0.300
C8 0.329 0.625 2.469  0.708
F2 0.454 -0.697 2.997  -0.315
F3 -0.920 1.141 2.799  -0.285


(6)
DFT (ωB97M-V/def2-TZVPD) results for an isolated molecule of C4H8N2O.

For the HOMO energy, the calculation gives -9.418 eV. As for the largest force on an atom: 0.042 hartree/bohr. The SMILES is [H]/N=C\N1CCCO1. The calculation puts the energy above the lowest of the compared OMol25 structures with the same formula, charge and spin at 3.364 eV.

Each line ends with the natural charge from an NBO analysis.
Cartesian coordinates (Å):
H1 2.013 -1.223 -0.017  0.339
N1 2.330 -0.335 0.462  -0.645
C1 1.458 0.562 0.175  0.233
N2 0.320 0.458 -0.688  -0.152
C2 -0.867 1.152 -0.216  -0.243
C3 -1.612 0.207 0.663  -0.458
C4 -1.029 -1.141 0.256  -0.094
O1 -0.167 -0.842 -0.824  -0.379
H2 1.603 1.548 0.568  0.167
H3 -1.436 1.357 -1.115  0.204
H4 -0.687 2.108 0.315  0.213
H5 -2.696 0.229 0.544  0.222
H6 -1.383 0.502 1.662  0.208
H7 -0.516 -1.553 1.119  0.184
H8 -1.820 -1.775 -0.169  0.201


(7)
DFT (ωB97M-V/def2-TZVPD) results for a structure of composition C4H8NS.

For the HOMO energy, the calculation gives -13.834 eV. As for the largest force on an atom: 0.062 hartree/bohr. The calculation puts the energy above the lowest of the compared OMol25 structures with the same formula, charge and spin at 1.943 eV. The total charge is +1.

Each line ends with the natural charge from an NBO analysis.
Cartesian coordinates (Å):
C1 -1.356 -0.516 -0.346  -0.500
C2 0.104 -1.098 -0.445  -0.590
C3 -1.359 0.954 0.069  0.240
C4 2.241 -0.041 0.717  -0.643
N1 -0.286 1.623 -0.063  -0.644
S1 1.380 0.236 -0.621  0.893
H1 -1.939 -0.630 -1.275  0.271
H2 -1.994 -1.112 0.260  0.268
H3 0.469 -1.984 0.249  0.286
H4 0.074 -1.707 -1.355  0.270
H5 -2.274 1.417 0.387  0.213
H6 3.053 0.774 0.719  0.255
H7 -0.039 2.573 0.044  0.422
H8 1.927 -0.490 1.661  0.259


(8)
DFT (ωB97M-V/def2-TZVPD) results for a cluster of 5 separate species, C22H48ClFO19P4 in total.

For the HOMO energy, the calculation gives -9.959 eV. As for the largest force on an atom: 0.112 hartree/bohr. The SMILES is O=C1OC(=O)C(CCCCl)=C1CCCF.COP(=O)(OC)OC.COP(=O)(OC)OC.COP(=O)(OC)OC.COP(=O)(OC)OC.

Each line ends with the Löwdin charge.
Cartesian coordinates (Å):
O1 0.585 -4.168 0.546  0.091
C1 0.657 -2.937 0.302  -0.280
O2 1.834 -2.125 0.209  0.069
C2 1.542 -0.724 0.077  -0.260
O3 2.338 0.244 0.046  0.099
C3 -0.067 -0.722 -0.044  -0.044
C4 -0.725 0.718 -0.248  -0.144
C5 -0.532 1.541 1.124  -0.223
C6 -1.884 1.839 1.938  -0.533
Cl1 -3.208 0.588 1.727  0.569
C7 -0.626 -2.024 0.057  -0.022
C8 -2.176 -2.378 -0.059  -0.137
C9 -2.885 -2.762 1.329  -0.190
C10 -4.470 -2.863 1.030  -0.155
F1 -4.986 -1.700 0.316  -0.147
H1 -0.078 1.255 -1.045  0.127
H2 -1.787 0.709 -0.663  0.101
H3 -0.047 2.548 0.844  0.117
H4 0.205 0.964 1.777  0.109
H5 -1.597 1.815 3.060  0.077
H6 -2.255 2.920 1.760  0.095
H7 -2.675 -1.513 -0.623  0.113
H8 -2.266 -3.314 -0.737  0.135
H9 -2.559 -3.819 1.663  0.126
H10 -2.626 -2.065 2.197  0.080
H11 -5.105 -2.966 1.983  0.112
H12 -4.614 -3.754 0.323  0.123
C11 -9.670 -3.675 4.739  -0.104
O4 -9.254 -4.960 4.295  -0.227
P1 -8.104 -5.003 3.177  0.393
O5 -6.897 -4.209 3.499  -0.234
O6 -8.857 -4.557 1.838  -0.209
C12 -10.119 -5.132 1.530  -0.102
O7 -7.855 -6.569 2.972  -0.215
C13 -6.855 -7.173 3.784  -0.102
H13 -10.724 -3.729 5.016  0.091
H14 -9.085 -3.386 5.615  0.093
H15 -9.552 -2.923 3.956  0.090
H16 -10.908 -4.455 1.861  0.090
H17 -10.254 -6.106 2.006  0.087
H18 -10.192 -5.256 0.449  0.093
H19 -7.119 -8.219 3.949  0.090
H20 -6.770 -6.676 4.753  0.088
H21 -5.895 -7.128 3.265  0.093
C14 0.417 5.431 8.112  -0.105
O8 0.886 4.172 7.649  -0.228
P2 0.380 3.698 6.201  0.385
O9 0.574 4.691 5.123  -0.231
O10 -1.142 3.269 6.449  -0.215
C15 -1.457 2.460 7.572  -0.103
O11 1.139 2.306 5.990  -0.219
C16 2.407 2.355 5.346  -0.100
H22 0.343 5.394 9.200  0.090
H23 1.128 6.210 7.829  0.093
H24 -0.567 5.667 7.703  0.090
H25 -1.803 3.100 8.386  0.090
H26 -0.600 1.874 7.911  0.088
H27 -2.262 1.777 7.295  0.093
H28 3.019 1.528 5.709  0.091
H29 2.927 3.293 5.553  0.089
H30 2.268 2.245 4.268  0.088
C17 4.740 2.820 -4.908  -0.104
O12 4.759 3.145 -3.523  -0.226
P3 3.601 4.119 -2.991  0.390
O13 2.227 3.702 -3.351  -0.236
O14 4.027 5.560 -3.543  -0.212
C18 5.376 5.979 -3.407  -0.106
O15 3.897 4.210 -1.422  -0.215
C19 3.248 3.256 -0.590  -0.108
H31 5.766 2.664 -5.242  0.079
H32 4.172 1.899 -5.057  0.087
H33 4.297 3.623 -5.502  0.091
H34 5.907 5.779 -4.340  0.090
H35 5.884 5.471 -2.585  0.087
H36 5.391 7.054 -3.218  0.091
H37 3.872 3.066 0.284  0.093
H38 3.083 2.312 -1.114  0.067
H39 2.290 3.662 -0.258  0.088
C20 4.066 -0.657 -7.957  -0.102
O16 5.362 -1.242 -7.922  -0.226
P4 6.611 -0.245 -8.068  0.393
O17 6.595 0.906 -7.139  -0.227
O18 6.608 0.148 -9.619  -0.209
C21 6.444 -0.875 -10.590  -0.104
O19 7.871 -1.220 -7.925  -0.215
C22 8.390 -1.411 -6.614  -0.102
H40 3.374 -1.378 -8.394  0.091
H41 3.745 -0.425 -6.939  0.089
H42 4.054 0.252 -8.562  0.090
H43 5.395 -0.915 -10.891  0.090
H44 6.751 -1.852 -10.214  0.087
H45 7.051 -0.628 -11.463  0.093
H46 8.835 -2.406 -6.553  0.090
H47 7.608 -1.331 -5.855  0.089
H48 9.164 -0.665 -6.421  0.093